Below is C32H40GdIN3P2SSi as an isolated structure, with properties calculated with ωB97M-V/def2-TZVPD.

```
81
C32H40GdIN3P2SSi ωB97M-V/def2-TZVPD
Gd 0.30 -0.12 -0.49
I 0.44 -2.75 -1.90
C 0.89 -1.73 -3.71
C 0.42 -2.33 -4.85
C 0.79 -1.77 -6.09
C 1.70 -0.74 -6.07
C 2.09 -0.04 -4.90
C 2.79 1.25 -4.94
C 2.87 1.99 -3.82
C 2.28 1.55 -2.61
C 1.67 0.33 -2.47
C 1.61 -0.51 -3.65
H -0.12 -3.30 -4.80
H 0.36 -2.19 -6.96
H 1.87 -0.37 -7.06
H 3.26 1.71 -5.82
H 3.36 2.99 -3.80
H 2.39 2.11 -1.71
C 2.04 3.46 0.95
C 0.53 3.43 0.95
C -0.16 4.56 1.32
C -1.48 4.58 0.85
C -2.02 3.52 0.10
C -1.21 2.37 -0.15
N 0.09 2.40 0.25
N -1.65 1.23 -0.70
Si -2.99 1.08 -1.80
C -2.55 -0.57 -2.59
C -2.98 2.38 -3.16
C -4.63 1.10 -0.82
H 2.39 2.46 1.08
H 2.45 4.17 1.67
H 2.35 3.69 -0.07
H 0.38 5.39 1.75
H -2.17 5.38 1.02
H -2.98 3.61 -0.34
H -1.59 -0.54 -3.12
H -3.32 -0.92 -3.35
H -2.56 -1.37 -1.87
H -1.98 2.53 -3.55
H -3.56 3.23 -2.78
H -3.41 1.92 -4.05
H -5.08 0.18 -0.42
H -5.42 1.57 -1.36
H -4.37 1.75 0.06
C 3.12 -3.57 1.02
P 2.17 -2.01 1.38
C 3.62 -0.86 1.47
C 1.44 -2.41 3.01
C 1.46 -3.68 3.57
C 0.65 -3.91 4.65
C -0.18 -2.93 5.18
C -0.25 -1.67 4.60
C 0.56 -1.37 3.48
P 0.40 0.19 2.63
C -1.29 0.68 3.23
C 1.41 1.38 3.60
H 3.89 -3.61 1.79
H 3.67 -3.63 0.09
H 2.51 -4.50 1.05
H 4.23 -1.17 2.32
H 3.32 0.25 1.45
H 4.15 -0.97 0.52
H 2.17 -4.42 3.26
H 0.66 -4.86 5.14
H -0.63 -3.21 6.17
H -0.91 -0.93 5.03
H -1.24 1.01 4.25
H -2.06 -0.11 3.29
H -1.63 1.46 2.64
H 2.50 1.16 3.57
H 1.11 1.32 4.65
H 1.26 2.36 3.20
S -2.47 -3.81 1.74
C -3.48 -2.42 1.57
C -2.75 -1.44 0.97
N -1.45 -1.72 0.66
C -1.18 -2.96 1.08
H -4.52 -2.47 1.78
H -3.12 -0.45 0.77
H -0.20 -3.42 0.98
```

Net charge ... +1
Multiplicity ... 8
Molecular weight ... 872.95 g mol⁻¹
E ... -104525.524 eV
Kohn-Sham gap (alpha / beta) ... 7.6982 / 6.2975 eV
E_HOMO (alpha / beta) ... -0.3705 / -0.3703 hartree
Energy above the lowest of the compared OMol25 structures with the same formula, charge and spin ... 0.94 kJ/mol